{"formula": "C4H5IN", "method": "wB97M-V/def2-TZVPD", "elements": ["C", "C", "C", "C", "N", "I", "H", "H", "H", "H", "H"], "xyz": [[0.224, -2.679, 0.210], [-0.143, 0.800, 0.422], [1.087, -0.222, -0.015], [-1.275, 0.830, -0.519], [0.599, -1.566, 0.067], [-3.036, -0.062, -0.015], [-0.275, 0.580, 1.498], [0.354, 1.768, 0.215], [1.474, -0.170, -1.083], [1.965, -0.240, 0.754], [-0.975, 0.960, -1.533]], "atomic_forces_ev_per_a": [[0.35, 1.38, -0.22], [1.54, 0.07, -0.50], [0.58, -1.53, -0.15], [0.19, -2.87, 2.25], [-0.74, -1.03, 0.36], [1.26, 1.02, -0.61], [-0.55, 0.43, -0.75], [-0.01, 0.04, 0.52], [-0.47, 0.84, 1.41], [-1.67, 1.01, -1.39], [-0.48, 0.65, -0.93]], "lowdin_charge": [0.08, -0.24, -0.15, -0.46, -0.12, 1.23, 0.13, 0.14, 0.15, 0.17, 0.07], "charge": 1, "lumo_ha": [-0.2838, -0.2838], "relative_energy_ev": 1.8067, "gap_ev": [7.4, 7.4]}